Formula: C30H34N3O
Source: OMol25
Level of theory: the ωB97M-V functional and the def2-TZVPD basis

Each line ends with the natural charge from an NBO analysis.
Atoms and positions in Å:
C1 1.15788 0.17272 2.95847  -0.26
O1 1.11557 -0.55369 1.73305  -0.58
C2 -0.03221 -0.64197 0.91130  0.22
C3 -1.18110 -1.35203 1.65693  0.03
C4 -2.40195 -1.42104 0.98190  -0.24
C5 -3.56957 -1.80140 1.65541  -0.21
C6 -3.50012 -2.06658 3.02622  -0.20
C7 -2.27236 -2.08992 3.67609  -0.19
C8 -1.09517 -1.79672 2.97485  -0.24
C9 0.54050 -1.59931 -0.18065  0.52
N1 0.01876 -2.75271 -0.67526  -0.33
C10 -1.15784 -3.50984 -0.30623  -0.41
C11 0.88584 -3.28419 -1.64677  0.17
C12 0.76099 -4.44194 -2.41238  -0.24
C13 1.88019 -4.80417 -3.18383  -0.19
C14 3.07640 -4.06717 -3.10622  -0.19
C15 3.19644 -2.95001 -2.25834  -0.20
C16 2.04786 -2.56382 -1.57322  0.10
N2 1.82545 -1.54386 -0.62578  -0.29
C17 2.91639 -0.71076 -0.15438  -0.41
C18 -0.54049 0.69415 0.41126  -0.30
C19 0.43412 1.64733 -0.21116  -0.40
C20 0.60825 1.68147 -1.57593  0.09
N3 0.85611 2.80513 -2.26335  -0.40
C21 0.91167 4.13892 -1.69156  -0.22
C22 1.20823 5.08470 -2.87784  -0.41
C23 1.28941 4.20942 -4.14342  -0.41
C24 1.09073 2.75430 -3.68919  -0.20
C25 -1.34375 1.41838 1.51494  -0.05
C26 -2.73114 1.25719 1.58122  -0.19
C27 -3.43961 1.60214 2.73101  -0.21
C28 -2.78742 2.34393 3.72646  -0.20
C29 -1.44898 2.71189 3.56795  -0.24
C30 -0.72922 2.25942 2.44640  -0.15
H1 1.76329 -0.39764 3.67643  0.20
H2 1.69136 1.10156 2.75249  0.18
H3 0.18268 0.38597 3.42642  0.21
H4 -2.43578 -1.16270 -0.08379  0.21
H5 -4.52556 -1.81280 1.12584  0.23
H6 -4.42068 -2.23366 3.59023  0.23
H7 -2.19431 -2.28823 4.74645  0.23
H8 -0.13194 -1.84349 3.48335  0.23
H9 -1.05781 -4.48486 -0.77641  0.22
H10 -1.22141 -3.67940 0.77202  0.25
H11 -2.07002 -3.05651 -0.69521  0.22
H12 -0.17050 -5.01436 -2.41546  0.23
H13 1.81068 -5.66675 -3.84479  0.24
H14 3.93128 -4.38633 -3.69759  0.24
H15 4.13440 -2.41050 -2.10853  0.24
H16 3.73098 -0.91388 -0.84982  0.20
H17 2.65299 0.35170 -0.19272  0.26
H18 3.24875 -1.00379 0.85032  0.24
H19 -1.25548 0.45955 -0.37511  0.22
H20 0.70941 2.51401 0.39259  0.21
H21 0.45767 0.78661 -2.19530  0.19
H22 1.71468 4.20454 -0.94379  0.19
H23 -0.02051 4.44512 -1.18571  0.21
H24 2.14815 5.62165 -2.71553  0.22
H25 0.41543 5.83245 -2.97286  0.22
H26 0.50778 4.47913 -4.86115  0.22
H27 2.25959 4.31718 -4.64043  0.22
H28 0.25901 2.26549 -4.22474  0.19
H29 1.99810 2.16000 -3.87654  0.19
H30 -3.26634 0.80628 0.73730  0.21
H31 -4.48760 1.28987 2.83944  0.22
H32 -3.34215 2.65151 4.61812  0.23
H33 -0.93508 3.33160 4.31465  0.22
H34 0.32906 2.52075 2.35186  0.20

HOMO-LUMO gap: 7.1 eV
Energy relative to the best compared isomer or geometry (same formula, charge and spin): 54.6 kcal/mol
Charge: +1
Spin multiplicity: 1
Structure (SMILES): CO[C@](c1ccccc1)(c1n(C)c2ccccc2[n+]1C)[C@H](/C=C/N1CCCC1)c1ccccc1

---

Formula: C30H34N3O10S
Source: OMol25
Level of theory: the ωB97M-V functional and the def2-TZVPD basis

Each line ends with the Mulliken charge.
Atoms and positions in Å:
C1 -1.01798 1.98139 -3.31456  -0.87
N1 -0.17345 0.88784 -3.89461  0.40
C2 0.99413 1.46434 -4.62819  -0.92
C3 -0.94747 -0.03582 -4.75200  0.10
O1 -1.07643 0.06951 -6.00256  -0.57
C4 -1.62791 -1.30688 -3.98093  -0.42
C5 -0.58848 -1.66117 -2.77817  0.40
C6 0.93465 -1.98098 -2.98159  -0.36
N2 1.43009 -2.20589 -1.60110  -0.03
C7 0.32055 -2.01274 -0.67912  0.12
C8 0.29459 -2.08705 0.92512  -0.15
C9 1.68459 -1.52914 1.55660  -0.83
C10 1.64308 0.08838 1.82263  0.37
C11 2.87664 0.87640 1.15454  -0.84
S1 4.27159 1.26754 2.31250  1.17
O2 4.05116 0.83039 3.73416  -0.61
O3 4.56022 2.76674 2.33080  -0.61
O4 5.66066 0.50919 1.72432  -0.48
N3 -0.92400 -1.70483 -1.35724  0.25
C12 -2.29426 -1.46004 -0.81682  -1.05
H1 -2.14341 1.78072 -3.35159  0.32
H2 -0.78504 3.01779 -3.78491  0.35
H3 -0.70650 2.07619 -2.19750  0.20
H4 1.87587 0.73489 -4.72162  0.15
H5 0.73330 1.86042 -5.68500  0.31
H6 1.38807 2.38336 -4.04453  0.40
H7 -2.62882 -0.99585 -3.48126  0.28
H8 -1.77980 -2.20562 -4.69032  0.33
H9 1.50793 -2.01006 -3.97044  0.24
H10 2.39739 -2.45482 -1.33451  0.34
H11 -0.53408 -1.38967 1.33143  -0.12
H12 0.02643 -3.14710 1.31711  0.37
H13 1.92557 -2.04157 2.56018  0.36
H14 2.51667 -1.69895 0.78446  0.22
H15 0.66190 0.49978 1.35132  -0.37
H16 1.68321 0.22822 2.95933  0.53
H17 3.30080 0.26420 0.27385  0.38
H18 2.53989 1.88592 0.69365  0.36
H19 5.68066 0.67330 0.74842  0.37
H20 -2.37593 -0.32295 -0.62160  0.37
H21 -2.39749 -2.04469 0.17350  0.37
H22 -3.13865 -1.85352 -1.49736  0.37
C13 2.29787 -1.78870 -7.42092  -0.28
C14 2.23286 -2.47382 -8.56358  -0.39
C15 2.90296 -3.78332 -8.71137  0.28
O5 2.84617 -4.40761 -9.75233  -0.51
C16 3.64587 -4.30403 -7.54367  -0.40
C17 3.71031 -3.61822 -6.40144  -0.45
C18 3.04040 -2.30975 -6.25461  0.70
O6 3.09730 -1.68133 -5.20702  -0.66
H23 1.81367 -0.82785 -7.29538  0.41
H24 1.69245 -2.10677 -9.42737  0.44
H25 4.13003 -5.26453 -7.66870  0.42
H26 4.25066 -3.98480 -5.53726  0.41
C19 -3.81798 2.97288 2.38607  -0.56
C20 -3.08842 2.07597 1.72148  -0.37
C21 -1.81075 1.57234 2.26602  0.38
O7 -1.13979 0.75087 1.65634  -0.37
C22 -1.37269 2.09853 3.57465  -0.22
C23 -2.10153 2.99545 4.23987  -0.43
C24 -3.37982 3.49980 3.69634  0.13
O8 -4.04606 4.31558 4.30294  -0.54
H27 -4.75625 3.35331 2.00189  0.45
H28 -3.39523 1.67933 0.76136  0.36
H29 -0.43450 1.71780 3.95880  0.48
H30 -1.79427 3.39160 5.19996  0.53
C25 -3.53278 2.60364 8.60287  -0.33
C26 -3.60370 1.92015 7.45970  -0.34
C27 -2.93756 0.60995 7.30663  0.48
O9 -3.00066 -0.01355 6.26072  -0.58
C28 -2.19117 0.08508 8.46932  -0.38
C29 -2.11988 0.76799 9.61305  -0.35
C30 -2.78623 2.07880 9.76629  0.33
O10 -2.72349 2.70126 10.80891  -0.53
H31 -4.01407 3.56514 8.73178  0.43
H32 -4.14698 2.28986 6.59841  0.44
H33 -1.70993 -0.87633 8.33993  0.41
H34 -1.57674 0.39812 10.47392  0.41

HOMO-LUMO gap: 7.6 eV
Charge: +1
Spin multiplicity: 1

---

Formula: C30H34N3O7PSe4Zr
Source: OMol25
Level of theory: the ωB97M-V functional and the def2-TZVPD basis

Each line ends with the Mulliken charge.
Atoms and positions in Å:
Zr1 -0.13560 0.69398 0.30130  0.54
O1 4.19798 -3.00599 0.36857  -0.73
C1 4.54285 -2.06052 1.26621  0.31
C2 5.64772 -2.30900 2.07837  -0.71
C3 6.05133 -1.37063 3.01119  -0.29
C4 5.36470 -0.16947 3.15486  -1.01
C5 4.25745 0.07809 2.36410  0.14
C6 3.83069 -0.85735 1.42132  -0.32
C7 2.61068 -0.56787 0.64060  1.36
O2 1.87233 0.43524 0.97990  -0.55
N1 2.31842 -1.35471 -0.36407  -1.35
N2 1.10567 -0.96939 -0.92504  2.12
C8 0.86284 -1.46166 -2.08240  -1.27
C9 -0.33805 -1.19305 -2.83878  1.18
C10 -0.37333 -1.49442 -4.20414  -0.75
C11 -1.49729 -1.23300 -4.95725  -0.83
C12 -2.61575 -0.67711 -4.33150  -0.62
C13 -2.61567 -0.39260 -2.98188  -1.03
C14 -1.47037 -0.63285 -2.20852  0.76
O3 -1.45846 -0.36357 -0.92339  -0.42
H1 3.44304 -2.63795 -0.15730  0.42
H2 6.17579 -3.24526 1.94988  0.43
H3 6.91650 -1.57838 3.63063  0.37
H4 5.68446 0.56802 3.87912  0.44
H5 3.69958 1.00632 2.45821  0.00
H6 1.62329 -2.09942 -2.53461  0.31
H7 0.51358 -1.91027 -4.66998  0.41
H8 -1.50425 -1.43057 -6.02043  0.38
H9 -3.49625 -0.44608 -4.91896  0.40
H10 -3.46608 0.06732 -2.49576  0.52
Se1 0.45153 3.22719 1.61086  -0.02
Se2 2.43935 3.43232 2.73962  -0.65
Se3 -3.00379 2.15411 3.16194  -0.64
Se4 -0.78708 1.60775 2.88079  -0.09
O4 0.43234 3.66308 -6.19980  -0.73
C15 1.39488 3.11608 -5.63470  0.42
O5 2.53745 2.84570 -6.05499  -0.74
C16 1.13323 2.68704 -4.16488  0.36
C17 2.14175 2.08881 -3.41517  -1.10
C18 1.87853 1.65627 -2.13330  -0.15
N3 0.67308 1.79653 -1.56711  0.22
C19 -0.29040 2.42696 -2.26053  0.97
C20 -0.10063 2.87388 -3.55408  -0.83
C21 -1.59778 2.59831 -1.50876  -0.21
O6 -2.56099 3.10681 -2.03897  -0.74
O7 -1.53148 2.14888 -0.28943  -0.53
H11 3.11521 1.96117 -3.86809  0.52
H12 2.63573 1.17161 -1.52926  0.51
H13 -0.90769 3.35379 -4.08850  0.63
C22 -2.60845 -3.22827 3.19074  -1.67
C23 -2.07581 -1.88572 2.68601  0.95
C24 -3.09936 -1.25993 1.73181  -1.22
P1 -0.39144 -1.83868 1.90660  1.27
C25 -0.16108 -3.37531 0.86907  1.54
C26 0.12283 -4.70705 1.56449  -1.87
C27 -1.27991 -3.55369 -0.15940  -1.73
C28 0.86895 -2.10125 3.26464  1.25
C29 1.33043 -0.80835 3.94081  -1.80
C30 0.48537 -3.07764 4.38098  -2.09
H14 -3.55888 -3.05642 3.70357  0.50
H15 -1.94188 -3.73340 3.88461  0.28
H16 -2.81096 -3.90453 2.35872  0.22
H17 -1.97197 -1.20058 3.53766  0.62
H18 -3.20361 -1.84469 0.81709  0.16
H19 -2.84822 -0.23420 1.46412  -0.09
H20 -4.07225 -1.21030 2.22630  0.57
H21 0.74736 -3.11543 0.31799  -0.28
H22 -0.70877 -5.03303 2.19084  0.23
H23 1.02665 -4.67276 2.17163  0.36
H24 0.27678 -5.47258 0.79793  0.51
H25 -2.18344 -3.95647 0.30201  0.30
H26 -0.96091 -4.26442 -0.92693  0.45
H27 -1.53817 -2.61730 -0.64637  0.04
H28 1.72454 -2.51204 2.71193  -0.06
H29 0.54426 -0.40037 4.57817  0.50
H30 1.62244 -0.03056 3.24171  0.04
H31 2.19313 -1.03100 4.57542  0.44
H32 -0.32905 -2.66173 4.97754  0.35
H33 1.34261 -3.20128 5.04857  0.48
H34 0.18709 -4.06236 4.03255  0.36

HOMO-LUMO gap: 5.8 eV
Energy relative to the best compared isomer or geometry (same formula, charge and spin): 20.7 kcal/mol
Charge: -2
Spin multiplicity: 1

---

| no. | E_HOMO (eV) |
| --- | --- |
| 1 | -9.903 |
| 2 | -11.808 |
| 3 | -2.111 |